{"formula": "C5H26O8", "method": "ωB97M-V/def2-TZVPD", "e_homo_ha": -0.3701, "total_charge": 0, "smiles": "CO.CO.CO.CO.CO.O.O.O", "spin_multiplicity": 1, "e_above_lowest_kcal_mol": 120.5, "species": ["C", "O", "H", "H", "H", "H", "C", "O", "H", "H", "H", "H", "C", "O", "H", "H", "H", "H", "C", "O", "H", "H", "H", "H", "C", "O", "H", "H", "H", "H", "O", "H", "H", "O", "H", "H", "O", "H", "H"], "positions_angstrom": [[-3.13, -3.71, 4.35], [-3.05, -3.04, 5.65], [-2.49, -4.56, 4.55], [-4.18, -3.86, 4.07], [-2.54, -3.18, 3.60], [-2.23, -2.53, 5.66], [-5.60, 4.55, -0.83], [-5.25, 5.87, -1.16], [-4.63, 4.06, -0.87], [-5.96, 4.42, 0.19], [-6.22, 4.04, -1.57], [-5.96, 6.24, -1.69], [-0.84, -0.37, -1.15], [0.00, 0.60, -0.44], [-0.78, -1.30, -0.60], [-1.88, -0.06, -1.23], [-0.35, -0.50, -2.12], [0.30, 1.23, -1.10], [1.79, -4.04, -4.62], [1.81, -4.63, -3.36], [0.82, -4.28, -5.05], [1.80, -2.96, -4.46], [2.63, -4.29, -5.28], [2.02, -5.56, -3.48], [3.57, 1.84, 3.31], [4.68, 2.66, 3.69], [3.36, 2.28, 2.33], [3.83, 0.79, 3.16], [2.70, 2.14, 3.88], [5.36, 2.68, 3.01], [1.75, 3.55, -3.06], [1.20, 4.33, -3.00], [1.70, 3.28, -3.98], [4.29, 0.89, -1.30], [3.77, 1.59, -1.70], [3.67, 0.41, -0.76], [1.45, -3.00, 2.14], [1.21, -2.10, 1.90], [1.38, -3.49, 1.32]]}

{"formula": "C5H13N2O", "method": "ωB97M-V/def2-TZVPD", "e_homo_ha": -0.4741, "total_charge": 1, "smiles": "[NH3+]CCNCCC=O", "spin_multiplicity": 1, "e_above_lowest_kcal_mol": 75.7, "species": ["N", "C", "C", "N", "C", "C", "C", "O", "H", "H", "H", "H", "H", "H", "H", "H", "H", "H", "H", "H", "H"], "positions_angstrom": [[-0.33, -2.49, -1.51], [-1.05, -2.30, -0.21], [-1.47, -0.82, -0.16], [-0.28, 0.03, -0.41], [-0.57, 1.44, -0.31], [0.70, 2.30, 0.13], [1.48, 1.83, 1.37], [1.75, 0.68, 1.56], [-0.88, -2.48, -2.40], [0.25, -3.40, -1.45], [0.30, -1.52, -1.56], [-0.38, -2.47, 0.61], [-1.78, -3.22, -0.14], [-2.36, -0.80, -0.77], [-1.56, -0.72, 0.97], [0.49, -0.07, 0.21], [-1.42, 1.68, 0.34], [-0.93, 1.76, -1.32], [0.43, 3.30, 0.19], [1.59, 2.29, -0.65], [1.97, 2.75, 2.05]]}

{"formula": "C35H68FO17P", "method": "ωB97M-V/def2-TZVPD", "e_homo_ha": -0.2981, "total_charge": 0, "smiles": "CP(C)[C@@]1(CCF)COC(=O)O1.CCOC(C)=O.CCOC(C)=O.CCOC(C)=O.CCOC(C)=O.CCOC(C)=O.CCOC(C)=O.CCOC(C)=O", "spin_multiplicity": 1, "species": ["C", "P", "C", "C", "C", "C", "F", "C", "O", "C", "O", "O", "H", "H", "H", "H", "H", "H", "H", "H", "H", "H", "H", "H", "C", "C", "O", "C", "C", "O", "H", "H", "H", "H", "H", "H", "H", "H", "C", "C", "O", "C", "C", "O", "H", "H", "H", "H", "H", "H", "H", "H", "C", "C", "O", "C", "C", "O", "H", "H", "H", "H", "H", "H", "H", "H", "C", "C", "O", "C", "C", "O", "H", "H", "H", "H", "H", "H", "H", "H", "C", "C", "O", "C", "C", "O", "H", "H", "H", "H", "H", "H", "H", "H", "C", "C", "O", "C", "C", "O", "H", "H", "H", "H", "H", "H", "H", "H", "C", "C", "O", "C", "C", "O", "H", "H", "H", "H", "H", "H", "H", "H"], "positions_angstrom": [[4.04, -3.08, 3.94], [3.17, -2.87, 2.25], [4.22, -3.61, 0.82], [1.50, -3.87, 2.18], [1.85, -5.42, 2.60], [1.29, -6.56, 1.56], [0.71, -7.65, 2.42], [0.20, -3.12, 2.91], [0.41, -1.79, 2.27], [0.85, -2.10, 0.87], [1.04, -1.21, -0.12], [1.09, -3.58, 0.77], [4.08, -4.19, 4.33], [3.54, -2.33, 4.69], [5.15, -2.69, 3.79], [4.46, -2.79, 0.00], [3.58, -4.44, 0.27], [5.18, -4.13, 1.24], [1.40, -5.63, 3.68], [3.03, -5.51, 2.59], [0.51, -6.19, 0.78], [2.24, -7.07, 1.04], [-0.70, -3.54, 2.25], [0.11, -3.17, 4.07], [0.40, -2.64, -5.61], [0.49, -3.39, -4.29], [1.82, -3.88, -4.07], [2.83, -3.16, -3.53], [2.65, -1.67, -3.39], [3.89, -3.69, -3.23], [1.04, -1.76, -5.62], [-0.63, -2.32, -5.80], [0.73, -3.28, -6.44], [0.14, -2.80, -3.44], [-0.16, -4.28, -4.34], [3.10, -1.17, -4.25], [3.16, -1.35, -2.47], [1.61, -1.35, -3.29], [0.97, 4.40, -4.40], [1.11, 3.01, -3.80], [0.91, 2.00, -4.79], [1.86, 1.54, -5.64], [3.15, 2.31, -5.76], [1.65, 0.56, -6.36], [1.71, 4.58, -5.18], [1.07, 5.17, -3.63], [-0.01, 4.51, -4.88], [2.07, 2.88, -3.29], [0.33, 2.87, -3.04], [3.08, 2.99, -6.61], [3.96, 1.60, -5.93], [3.41, 2.87, -4.87], [-1.69, 1.08, 0.88], [-0.53, 1.71, 1.63], [0.38, 2.35, 0.72], [0.23, 3.60, 0.23], [-1.08, 4.30, 0.43], [1.14, 4.13, -0.42], [-2.28, 1.83, 0.34], [-2.35, 0.55, 1.57], [-1.33, 0.37, 0.13], [-0.85, 2.40, 2.41], [0.04, 0.92, 2.13], [-1.69, 4.17, -0.47], [-0.88, 5.37, 0.58], [-1.63, 3.97, 1.30], [-7.25, -0.25, 0.90], [-6.09, 0.38, 1.65], [-5.18, 1.02, 0.74], [-5.32, 2.27, 0.25], [-6.64, 2.97, 0.45], [-4.42, 2.80, -0.39], [-7.84, 0.50, 0.37], [-7.91, -0.78, 1.59], [-6.88, -0.96, 0.15], [-6.41, 1.07, 2.43], [-5.52, -0.41, 2.15], [-7.25, 2.84, -0.44], [-6.44, 4.04, 0.60], [-7.19, 2.64, 1.33], [8.06, 0.31, 4.75], [6.59, 0.41, 4.39], [5.79, -0.47, 5.20], [5.34, -0.17, 6.44], [5.89, 1.03, 7.14], [4.53, -0.91, 7.00], [8.24, 0.61, 5.79], [8.67, 0.94, 4.10], [8.40, -0.73, 4.66], [6.22, 1.44, 4.44], [6.46, 0.09, 3.35], [6.70, 0.72, 7.81], [5.09, 1.48, 7.74], [6.25, 1.81, 6.48], [-1.96, -0.73, 5.40], [-3.17, 0.10, 5.01], [-4.32, -0.74, 4.82], [-5.14, -1.17, 5.80], [-4.70, -1.00, 7.23], [-6.19, -1.75, 5.54], [-2.11, -1.25, 6.34], [-1.07, -0.09, 5.49], [-1.76, -1.49, 4.64], [-3.38, 0.90, 5.73], [-2.98, 0.59, 4.05], [-4.23, -1.93, 7.57], [-5.58, -0.79, 7.84], [-4.02, -0.17, 7.39], [-1.59, 1.62, -7.29], [-2.82, 2.24, -6.65], [-2.78, 3.68, -6.73], [-3.17, 4.40, -7.80], [-3.44, 3.69, -9.10], [-3.25, 5.63, -7.74], [-1.52, 1.86, -8.35], [-1.60, 0.54, -7.18], [-0.68, 2.02, -6.82], [-3.75, 1.85, -7.07], [-2.83, 1.99, -5.58], [-2.55, 3.74, -9.73], [-4.27, 4.19, -9.61], [-3.74, 2.65, -8.98]]}

What are the LUMO energy values for these records? In order: 0.107, -3.433, 0.281 eV.